[1]
A structure of composition C26H33AsF2MnN2O4SSi2. Source: OMol25; level of theory: ωB97M-V/def2-TZVPD.

ORCA input file:
```
! wB97M-V def2-TZVPD RIJCOSX def2/J DEFGRID3
* xyz 0 4
H 0.8293 1.1929 2.9634
C -1.0574 -2.7554 -1.4630
H 3.1734 -2.4247 -2.9772
H 5.2590 -3.1455 -0.0412
C 0.9092 3.9871 -1.7310
H 3.2334 -4.1063 -2.4224
C 0.8865 2.5943 -1.7447
C -0.3136 3.9509 0.3256
C 2.3469 -4.1202 0.4853
H 2.7091 -1.3698 4.1779
S -2.7308 -0.1084 -0.8114
H 1.3154 -4.3898 0.2393
C 0.2537 0.2655 2.9938
C -0.3104 2.5754 0.2404
H 0.3119 5.7457 -0.6759
Si 1.1748 -1.1695 2.2665
Si 2.8893 -2.6709 -0.5322
H 1.1945 -1.5323 -3.7234
H 0.4480 -3.5866 2.2157
C -1.5706 -2.3184 -0.1095
O -1.9868 0.8036 -1.7233
H 5.0651 -1.6310 -0.9498
C -4.1480 0.3484 1.4515
H 0.3409 -2.8096 3.8009
Mn -0.1257 -0.1415 -1.2249
O -3.6832 -1.0038 -1.3996
C 2.7335 1.2946 -4.8091
H 2.4067 -3.9425 1.5591
H 3.4283 -2.1209 2.7487
H 0.0276 0.0311 4.0393
H -6.0881 2.8786 3.9147
C 0.1786 -2.6648 2.7275
H -5.2126 0.7201 3.2653
C -5.4035 3.4359 3.2765
O -0.3379 -1.7942 -2.0762
C 2.8390 -1.2690 3.0959
H 4.7439 -1.6649 0.7791
C 1.5094 -0.5013 -3.7224
H -0.7901 1.9730 0.9927
C 0.3061 4.6632 -0.6887
H -4.1334 -0.7262 1.5841
N -1.5634 -0.8386 0.0046
C 1.4397 1.7330 -2.7997
H -0.6965 0.4062 2.4788
H -0.8010 4.4383 1.1581
H 1.6719 -3.2840 -2.5884
O -1.2136 -3.8442 -1.9381
C -3.5874 2.2984 0.1405
C 4.6513 -2.2414 -0.1431
As 1.7740 -0.6791 0.0493
H -0.8602 -2.6863 0.6301
C 2.7168 -3.1479 -2.3018
C -4.2006 3.1003 1.0936
H -4.2293 4.1740 0.9452
C 1.0955 0.3810 -2.7445
H -5.9558 4.2562 2.8178
N 0.2776 1.9122 -0.7565
H -3.1414 2.7280 -0.7458
H -2.5462 -2.7577 0.0855
C -4.7525 1.1636 2.3902
H 1.3815 4.5240 -2.5362
H 2.9838 -4.9791 0.2510
H -4.6378 3.8753 3.9193
C 2.2688 2.1490 -3.8331
F 2.7459 -0.8718 -5.6848
C -4.7794 2.5503 2.2313
H 3.3794 1.6480 -5.5995
F 2.6616 3.4409 -3.9121
C 2.3239 -0.0226 -4.7308
C -3.5640 0.9274 0.3301
H 3.4223 -0.3656 2.9028
H -0.8866 -2.4807 2.5685
*
```

F_max, eV Å⁻¹: 1.41
Molecular weight, g mol⁻¹: 693.655
Energy above the lowest of the compared OMol25 structures with the same formula, charge and spin, kcal/mol: 0.0
Kohn-Sham gap (alpha / beta), eV: 6.8 / 7.8
HOMO (alpha / beta), eV: -8.06 / -8.26
LUMO (alpha / beta), eV: -1.3 / -0.5
E, hartree: -5984.7914
<S²>: 4.20

Mulliken atomic charge list, values in e, 4 entries:
1. H 0.276
2. C 0.359
3. H 0.201
4. H 0.368

***

[2]
A structure of composition C51H38Cl3F15GeN2O2P2PdSSi2. Source: OMol25; level of theory: ωB97M-V/def2-TZVPD.

ORCA input file:
```
! wB97M-V def2-TZVPD RIJCOSX def2/J DEFGRID3
* xyz -2 1
H -3.6118 5.3408 1.6178
C 0.9771 4.6128 2.8794
C -3.9063 -2.2486 -1.5044
H 3.7621 4.8046 -3.6743
H -4.4979 -0.7856 2.0848
C -2.7063 3.6372 0.6728
Cl -0.2895 -5.2645 2.4100
C -2.2001 -0.0279 6.0945
H -0.1587 3.8342 1.2451
C 0.3115 2.7889 5.5429
S 0.8186 0.5751 2.7756
H 2.3507 -2.0733 0.7348
H 3.8227 -0.0893 2.4594
C 5.2715 -0.3796 -1.2347
Si 3.8102 -0.2180 -0.0388
H -2.9453 -2.7624 -1.5998
C -3.6927 -1.8866 5.9454
C 1.6376 3.3259 -1.4734
H -0.3726 1.2651 -3.1143
H -3.6028 1.7141 3.8906
H -4.6541 -2.9734 -1.1561
C 2.4848 -2.3292 4.9639
C 1.8571 4.1881 6.6903
O -0.7228 -2.4467 1.8141
C -0.6200 -3.0701 0.7225
F -0.5453 -2.7515 4.4968
Pd -0.1069 -0.5093 0.8616
H -5.1282 0.8025 -1.5633
C 2.1900 4.5854 3.5605
H 2.3291 5.2037 4.4430
C -2.7156 -2.6080 5.2924
C 2.7901 3.5557 -2.2182
H -2.3854 0.5844 2.0659
F -4.8713 -2.4416 6.2107
C -3.3639 4.2885 1.7118
C -1.7034 2.2332 -4.5087
C 0.7945 3.8232 1.7521
C 2.8571 4.6251 -3.1034
P -1.5428 1.3025 -0.5585
H -0.3315 4.0395 -1.0365
H 5.9045 -1.2300 -0.9420
H 5.8957 0.5236 -1.2321
F 2.5386 -2.2720 3.6380
F 3.9919 -4.2894 7.5879
F 0.8677 -0.8167 7.7905
H 0.1695 5.2433 3.2380
H 3.6193 2.8686 -2.0905
H -2.9909 -1.7077 1.9352
N -2.1591 -0.1581 -0.6421
F -2.9517 -3.8714 4.9498
F 2.2363 5.3867 7.1176
H -3.2188 3.2560 -5.6434
H 3.8302 2.3754 1.5749
C 3.2200 3.7743 3.1002
F -4.3680 0.0775 7.0376
Si -3.6897 -0.8190 -0.2999
Ge 0.5836 -0.0232 4.8020
O -0.4527 -2.6061 -0.4038
F 3.0720 0.8282 6.7364
C -1.4986 -2.0058 5.0398
Cl -2.4835 -5.0393 0.5372
H 2.1586 -1.7651 -1.0071
Cl 0.2180 -5.4492 -0.4212
H 4.9282 -0.5515 -2.2614
C 2.8739 -1.8379 -0.1899
H 4.1656 3.7445 3.6340
C -3.7040 3.5958 2.8627
F -0.8002 2.7128 4.8231
C 2.2381 1.8451 6.4809
H 5.1320 -1.1264 1.8612
C -3.3513 2.2578 2.9858
F -1.9992 1.2102 6.5727
C 3.0356 2.9995 1.9601
C 1.6733 -1.4599 5.6720
C 2.4243 -2.5458 7.7019
C -3.4291 -0.6002 6.3637
F 3.7959 3.2329 7.5948
C 2.6454 3.0873 6.9289
C 0.6830 4.0407 5.9891
C 0.5589 4.1946 -1.6227
H -4.2324 4.0951 3.6681
C 0.1536 1.0681 -0.3470
H -4.5126 -2.4312 1.4193
N 2.9997 1.1965 -0.4934
C -1.2118 -0.6948 5.3966
H 3.5479 -2.6769 -0.4041
H 5.3029 0.6378 1.7915
C -2.8971 2.9300 -4.6605
C 3.2624 -3.2867 5.5931
H -6.0800 -0.0665 -0.3430
C 1.0474 1.6408 5.8038
H -4.2039 -1.8950 -2.4989
C -2.0615 2.1174 -2.1210
F 2.3958 -2.6546 9.0373
C 1.7678 5.4739 -3.2585
C 1.6558 -1.6098 7.0433
C -3.2742 2.7823 -2.2848
H -4.6375 3.7012 -3.6680
H -0.2379 5.9168 -2.6288
H 1.8149 6.2984 -3.9615
C 1.8150 3.0050 1.2855
H -3.9076 2.9691 -1.4278
C -1.2936 1.8228 -3.2500
C -5.1111 0.4105 -0.5404
H -5.0037 1.2558 0.1492
C 0.6161 5.2577 -2.5135
P 1.6464 1.9608 -0.2379
C 3.2358 -3.3860 6.9675
C -2.3588 2.2907 0.7767
H -2.4549 4.1941 -0.2237
F 4.0390 -4.1148 4.8933
C -0.7642 -4.6484 0.8201
C -3.9473 -1.4922 1.4520
C -3.6878 3.1907 -3.5491
C -2.6710 1.6167 1.9618
C 4.5901 -0.1890 1.6844
F -0.0699 5.1144 5.7425
H -1.0967 2.0082 -5.3793
*
```

F_max, eV Å⁻¹: 0.94
Molecular weight, g mol⁻¹: 1431.423
Energy above the lowest of the compared OMol25 structures with the same formula, charge and spin, kcal/mol: 0.0
Kohn-Sham gap, eV: 5.9
HOMO, eV: -2.16
LUMO, eV: 3.8
E, hartree: -8969.6872

Mulliken atomic charge list, values in e, 4 entries:
1. H 0.344
2. C -1.044
3. C -1.083
4. H 0.405